Entry 1:
C21H24N2O2S | ωB97M-V with the def2-TZVPD basis set

Positions of all 50 atoms, in Å:
C: -1.327 -2.893 1.873
O: -1.538 -1.585 1.407
C: -2.652 -1.327 0.657
C: -3.621 -2.274 0.348
C: -4.716 -1.926 -0.426
C: -4.858 -0.635 -0.898
C: -3.895 0.311 -0.590
C: -2.790 -0.015 0.179
C: -1.759 1.026 0.502
C: -2.208 1.999 1.598
C: -1.322 3.230 1.368
C: -0.783 3.058 -0.061
N: -1.522 1.932 -0.616
C: -0.916 1.329 -1.787
C: 0.302 0.508 -1.501
N: 1.469 1.058 -1.045
C: 2.276 0.052 -0.849
C: 3.617 0.133 -0.369
C: 4.315 1.260 -0.030
C: 5.623 0.977 0.405
C: 5.924 -0.352 0.398
C: 7.198 -1.011 0.789
S: 4.577 -1.297 -0.152
O: 1.722 -1.140 -1.151
C: 0.458 -0.851 -1.560
C: -0.426 -1.959 -1.998
H: -0.378 -2.865 2.407
H: -2.119 -3.209 2.562
H: -1.256 -3.611 1.050
H: -3.535 -3.288 0.705
H: -5.458 -2.676 -0.656
H: -5.711 -0.366 -1.501
H: -3.979 1.324 -0.953
H: -0.831 0.525 0.823
H: -3.258 2.247 1.444
H: -2.092 1.572 2.592
H: -0.501 3.260 2.083
H: -1.894 4.150 1.473
H: -0.962 3.937 -0.685
H: 0.297 2.856 -0.045
H: -0.656 2.140 -2.473
H: -1.663 0.689 -2.265
H: 3.888 2.243 -0.099
H: 6.322 1.735 0.712
H: 7.034 -1.711 1.608
H: 7.921 -0.264 1.105
H: 7.613 -1.571 -0.049
H: -1.467 -1.700 -1.822
H: -0.176 -2.862 -1.445
H: -0.289 -2.162 -3.061

## Properties
Highest occupied orbital energy (eV): -7.653
E_LUMO (hartree): 0.0208
Net charge: 0
Energy above the lowest of the compared OMol25 structures with the same formula, charge and spin (kJ/mol): 181.3
HOMO-LUMO gap (eV): 8.219
Structure (SMILES): COc1ccccc1[C@@H]1CCCN1Cc1nc(-c2ccc(C)s2)oc1C

Atomic partial charges in e from the Löwdin method, atoms 1 to 4: number 1, C, carries -0.084; number 2, O, carries -0.091; number 3, C, carries -0.234; number 4, C, carries -0.028

Entry 2:
C4H7NO2 | ωB97M-V with the def2-TZVPD basis set

Positions of all 14 atoms, in Å:
C: 1.953 -0.013 -0.182
C: 0.602 0.094 -0.841
O: 0.446 0.082 -2.033
N: -0.542 0.094 0.040
C: -1.428 -1.054 0.058
C: -0.769 1.215 0.778
O: -0.047 2.190 0.762
H: 2.604 0.807 -0.494
H: 2.392 -0.941 -0.564
H: 1.900 -0.053 0.907
H: -2.280 -0.815 0.700
H: -1.790 -1.290 -0.946
H: -0.916 -1.927 0.479
H: -1.690 1.143 1.389

## Properties
Highest occupied orbital energy (eV): -10.028
E_LUMO (hartree): 0.0285
Net charge: 0
Energy above the lowest of the compared OMol25 structures with the same formula, charge and spin (kJ/mol): 75.4
HOMO-LUMO gap (eV): 10.803
Structure (SMILES): CC(=O)N(C)C=O

Atomic partial charges in e from the Löwdin method, atoms 1 to 4: number 1, C, carries 0.010; number 2, C, carries -0.435; number 3, O, carries 0.134; number 4, N, carries -0.087

Entry 3:
C21H26N4O2 | ωB97M-V with the def2-TZVPD basis set

Positions of all 53 atoms, in Å:
C: 7.826 0.075 1.276
C: 6.701 -0.254 0.670
C: 5.339 0.156 1.131
C: 4.650 1.036 0.075
C: 3.260 1.433 0.536
O: 3.055 2.520 1.043
N: 2.268 0.514 0.416
C: 2.321 -0.759 -0.265
C: 1.473 -0.715 -1.538
C: 0.035 -0.352 -1.176
N: -0.778 -0.278 -2.369
N: -0.211 -0.251 -3.573
C: -1.185 -0.102 -4.449
C: -2.424 -0.025 -3.809
C: -2.122 -0.149 -2.464
N: -3.014 -0.085 -1.390
C: -3.069 -0.899 -0.295
O: -2.263 -1.779 -0.070
C: -4.226 -0.581 0.594
C: -5.508 -0.555 0.051
C: -6.606 -0.302 0.851
C: -6.426 -0.063 2.202
C: -5.154 -0.089 2.745
C: -4.038 -0.354 1.961
C: -2.669 -0.363 2.565
C: 0.024 0.987 -0.429
C: 0.922 0.883 0.803
H: 8.788 -0.238 0.907
H: 7.830 0.671 2.174
H: 6.723 -0.851 -0.234
H: 4.735 -0.737 1.316
H: 5.411 0.716 2.065
H: 5.221 1.960 -0.035
H: 4.626 0.534 -0.893
H: 1.918 -1.523 0.412
H: 3.344 -1.029 -0.510
H: 1.869 0.032 -2.227
H: 1.496 -1.682 -2.039
H: -0.386 -1.131 -0.528
H: -0.969 -0.059 -5.497
H: -3.393 0.095 -4.249
H: -3.810 0.518 -1.549
H: -5.648 -0.766 -1.000
H: -7.597 -0.292 0.422
H: -7.277 0.139 2.835
H: -5.021 0.096 3.802
H: -2.727 -0.353 3.650
H: -2.123 -1.248 2.245
H: -2.107 0.514 2.242
H: 0.398 1.774 -1.087
H: -0.990 1.246 -0.122
H: 0.529 0.122 1.486
H: 0.981 1.842 1.322

## Properties
Highest occupied orbital energy (eV): -8.885
E_LUMO (hartree): 0.0233
Net charge: 0
Energy above the lowest of the compared OMol25 structures with the same formula, charge and spin (kJ/mol): 85.7
HOMO-LUMO gap (eV): 9.519
Structure (SMILES): C=CCCC(=O)N1CCC(n2nccc2NC(=O)c2ccccc2C)CC1

Atomic partial charges in e from the Löwdin method, atoms 1 to 4: number 1, C, carries 0.004; number 2, C, carries -0.197; number 3, C, carries -0.201; number 4, C, carries -0.107